[1]
The following is a DFT calculation (ωB97M-V/def2-TZVPD) of one molecule with the formula C3H3N2P at a distorted geometry.

Properties
HOMO energy (spin up / spin down) ... -7.617 / -8.986 eV
Net charge ... 0
2S+1 ... 1
Energy relative to the best compared isomer or geometry (same formula, charge and spin) ... 4.3655 eV
Orbital gap (spin up / spin down) ... 0.2390 / 0.2767 hartree
LUMO energy (spin up / spin down) ... -0.04087 / -0.05356 hartree
E ... -566.782939 a.u.
Max |F| ... 0.06503 hartree/bohr

Last column: Löwdin charge in e.
Atoms and positions in Å:
1 P 3.33698 0.26659 0.10385  0.793
2 N 0.74198 -0.92755 0.09056  -0.001
3 N -0.67144 1.58775 -0.02802  0.174
4 C 1.73878 -0.20873 -0.04671  -0.491
5 C -1.18077 0.51235 0.17400  -0.301
6 C -0.52708 -0.86261 0.12011  -0.114
7 H -0.99435 -1.67950 0.47810  0.064
8 H 3.25814 1.26946 -0.72012  -0.221
9 H -2.15372 0.44595 0.62099  0.097

Cartesian forces, eV/Å:
P -0.2 -2.4 2.3
N 3.0 0.9 -1.0
N 1.3 2.1 -0.6
C -0.1 -0.8 0.1
C -0.2 -3.0 0.6
C -0.3 3.3 -0.2
H -2.0 -2.5 0.9
H -0.3 2.4 -2.2
H -1.1 0.1 0.1


[2]
The following is a DFT calculation (ωB97M-V/def2-TZVPD) of a 2-piece molecular cluster, C11H15N overall at a distorted geometry.

Properties
HOMO energy ... -8.176 eV
Net charge ... 0
2S+1 ... 1
Energy relative to the best compared isomer or geometry (same formula, charge and spin) ... 2.7546 eV
Orbital gap ... 0.3334 hartree
LUMO energy ... 0.03295 hartree
E ... -482.813947 a.u.
Structure (SMILES) ... Cc1c[nH]c2ccccc12.CC
Max |F| ... 0.13063 hartree/bohr

Last column: Löwdin charge in e.
Atoms and positions in Å:
1 N -2.27705 0.53295 1.01210  0.081
2 C -0.13656 -2.40956 -0.77233  -0.145
3 C -1.00541 -0.26066 -0.68004  -0.145
4 C 2.35727 0.82484 1.99186  -0.153
5 C 3.38905 0.48722 0.84744  -0.167
6 C -0.64887 -2.71440 0.42433  -0.153
7 C -1.63144 -0.56682 0.56834  -0.215
8 C -1.27742 1.13240 -0.96641  -0.192
9 C -1.42005 -1.88250 1.08101  -0.045
10 C -1.12183 1.63982 -2.46875  -0.050
11 C -0.25243 -1.22872 -1.42539  -0.024
12 C -2.08165 1.56108 0.05184  -0.051
13 H -2.70128 2.49345 0.18662  0.132
14 H -1.69003 0.94677 -3.04837  0.053
15 H -0.66201 -3.79179 0.76571  0.135
16 H 2.02542 1.84713 1.69277  0.075
17 H -1.53861 2.59006 -2.89649  0.070
18 H 0.47254 -2.97765 -1.52452  0.124
19 H -2.02591 -1.97360 1.99398  0.119
20 H 4.07993 1.40574 0.60562  0.086
21 H -0.04894 1.85292 -2.77889  0.086
22 H -2.82326 0.52654 1.80494  0.117
23 H 2.71861 0.76918 2.92594  0.000
24 H 4.19499 -0.30205 1.02777  0.071
25 H 2.66868 0.26772 0.08876  0.026
26 H 1.46088 0.16008 1.91028  0.066
27 H -0.02459 -0.93017 -2.41811  0.099

Cartesian forces, eV/Å:
N 1.5 0.7 -2.6
C 3.4 -0.4 -5.8
C 0.3 0.6 0.1
C -1.1 0.2 -4.3
C 1.8 1.1 1.3
C -0.1 -5.0 1.5
C 2.3 -1.6 -2.0
C -1.1 0.3 -1.8
C -3.4 4.7 2.5
C 1.0 1.7 1.0
C -2.8 2.8 2.8
C -1.4 0.8 0.9
H 1.1 -1.1 -0.3
H 0.4 -1.0 -0.7
H 0.5 1.3 -0.3
H 0.0 -0.6 0.8
H -0.3 -0.3 1.6
H -0.6 -1.2 1.8
H 0.7 -1.2 -0.1
H -1.7 -1.4 0.2
H -1.1 -1.3 0.4
H -1.3 0.5 1.7
H 1.3 0.1 3.4
H -1.7 0.5 -0.1
H 0.6 -0.4 -1.4
H 0.8 0.4 0.1
H 0.9 -0.4 -0.7


[3]
The following is a DFT calculation (ωB97M-V/def2-TZVPD) of one molecule with the formula C4H8FOP.

Properties
HOMO energy ... -9.459 eV
Net charge ... 0
2S+1 ... 1
Energy relative to the best compared isomer or geometry (same formula, charge and spin) ... 1.4855 eV
Orbital gap ... 0.3799 hartree
LUMO energy ... 0.03226 hartree
E ... -673.647036 a.u.
Structure (SMILES) ... CC(=O)[C@](C)(F)P
Max |F| ... 0.01738 hartree/bohr

Last column: Löwdin charge in e.
Atoms and positions in Å:
1 P -1.69733 1.23854 -0.81220  0.916
2 F 0.81833 1.32450 0.20678  -0.047
3 O -1.51209 -1.19558 0.55650  0.052
4 C -0.06390 0.40475 -0.35025  -0.726
5 C -0.43586 -0.66160 0.66455  -0.478
6 C 0.59149 -0.21564 -1.57871  -0.058
7 C 0.56319 -0.95534 1.73638  0.006
8 H -1.88380 1.77325 0.46438  -0.090
9 H 0.76949 0.55491 -2.32739  0.081
10 H 1.54300 -0.67230 -1.31144  0.085
11 H -1.05930 2.39932 -1.25489  -0.104
12 H 0.64385 -0.08136 2.38283  0.095
13 H 1.54490 -1.12583 1.29793  0.090
14 H 0.24905 -1.81652 2.32013  0.090
15 H -0.07101 -0.97110 -1.99458  0.088

Cartesian forces, eV/Å:
P 0.1 -0.3 -0.2
F 0.3 0.0 0.2
O 0.0 -0.4 0.2
C -0.6 0.2 -0.6
C 0.1 0.2 0.0
C -0.1 0.1 0.2
C -0.1 -0.1 0.2
H -0.2 0.1 0.4
H 0.0 0.0 0.0
H 0.1 0.0 0.0
H 0.2 0.4 -0.2
H 0.1 0.0 0.0
H 0.1 0.0 0.0
H 0.0 0.0 0.0
H 0.0 -0.1 -0.1


[4]
The following is a DFT calculation (ωB97M-V/def2-TZVPD) of one molecule with the formula C2H2OP2 at a distorted geometry.

Properties
HOMO energy ... -8.888 eV
Net charge ... 0
2S+1 ... 1
Energy relative to the best compared isomer or geometry (same formula, charge and spin) ... 2.4235 eV
Orbital gap ... 0.2968 hartree
LUMO energy ... -0.02981 hartree
E ... -835.229777 a.u.
Structure (SMILES) ... C#P=CP=O
Max |F| ... 0.08538 hartree/bohr

Last column: Löwdin charge in e.
Atoms and positions in Å:
1 P -0.93823 0.35014 0.01780  0.834
2 P 2.12385 0.27879 0.01200  0.706
3 O 1.65898 -1.12302 -0.00075  -0.556
4 C -0.46392 -1.18443 -0.02274  -0.245
5 C 0.68188 1.17798 -0.06092  -0.701
6 H 0.48630 2.27068 -0.24726  -0.017
7 H -0.56963 -2.18459 -0.29653  -0.021

Cartesian forces, eV/Å:
P 1.3 0.5 -0.3
P -0.1 3.2 -0.2
O -2.6 -3.5 0.0
C 2.2 0.8 0.1
C -1.5 1.5 -0.2
H 0.8 -1.1 0.5
H -0.1 -1.3 0.0


[5]
The following is a DFT calculation (ωB97M-V/def2-TZVPD) of C13H26NO4P2Sr as an isolated structure at a distorted geometry.

Properties
HOMO energy (spin up / spin down) ... -7.775 / -7.775 eV
Net charge ... +1
2S+1 ... 1
Energy relative to the best compared isomer or geometry (same formula, charge and spin) ... 3.7887 eV
Orbital gap (spin up / spin down) ... 0.1589 / 0.1589 hartree
LUMO energy (spin up / spin down) ... -0.12679 / -0.12679 hartree
E ... -1579.910912 a.u.
Max |F| ... 0.04910 hartree/bohr

Last column: Löwdin charge in e.
Atoms and positions in Å:
1 Sr -1.11739 0.06685 1.00982  1.307
2 P 0.54443 -2.42625 0.62041  0.776
3 P -0.04145 2.85217 -0.42743  0.755
4 O -3.07598 1.06165 -1.12626  -0.088
5 O 1.11125 0.65503 2.76720  0.064
6 O -0.99252 0.63526 3.52296  -0.086
7 O -3.74036 -2.67152 1.08973  -0.072
8 N 0.36252 -0.09529 -1.53588  0.013
9 C 0.18063 0.91586 -2.46227  -0.415
10 C 0.50904 0.70348 -3.83265  -0.058
11 C -0.16624 2.22304 -2.07682  -0.378
12 C 1.47508 3.86801 -0.85747  -0.284
13 C 1.23315 -0.42995 -4.22055  -0.078
14 C 1.58738 -2.17117 -0.90086  -0.310
15 C 0.40386 0.74592 3.74800  -0.513
16 C 1.57764 -1.34690 -3.21545  -0.094
17 C -0.49141 -3.80037 -0.02602  -0.290
18 C 1.73352 -3.40778 1.61712  -0.283
19 C 1.11821 -1.13767 -1.90960  -0.394
20 C -1.31475 4.20284 -0.40860  -0.312
21 C 0.74677 1.13090 5.12145  0.032
22 H 1.90136 4.33685 0.03707  0.022
23 H -3.41101 0.16091 -1.33830  0.066
24 H -0.52978 2.89896 -2.86076  0.068
25 H 2.21183 3.17583 -1.29190  0.040
26 H 1.55363 -0.60664 -5.26894  0.114
27 H 1.20515 4.63721 -1.60414  0.047
28 H 2.19726 -2.22929 -3.42682  0.103
29 H 0.12393 -4.68028 -0.26632  0.055
30 H 0.21583 1.46656 -4.56720  0.109
31 H 1.65318 -3.14523 -1.42948  0.096
32 H -2.32286 3.78379 -0.53844  0.018
33 H 1.83746 1.09734 5.17924  0.114
34 H -3.54510 1.56645 -1.76708  0.040
35 H -1.26684 4.65455 0.59566  0.026
36 H -1.14014 4.99106 -1.16025  0.046
37 H 2.59636 -1.89780 -0.53007  0.099
38 H -1.03232 -3.47188 -0.92579  0.057
39 H 2.69735 -2.88772 1.69005  0.048
40 H 0.34999 2.12776 5.36453  0.123
41 H -1.22248 -4.07773 0.74789  0.018
42 H -4.60442 -3.03274 1.30523  0.048
43 H 1.31296 -3.49498 2.62630  0.033
44 H 0.29081 0.44149 5.83689  0.106
45 H 1.89937 -4.41894 1.21897  0.055
46 H -1.43725 0.36350 4.33919  0.123
47 H -3.17768 -3.33315 1.53764  0.035

Cartesian forces, eV/Å:
Sr 0.8 1.1 -1.9
P 0.8 -0.9 -1.2
P 0.1 0.4 -1.4
O 0.0 -2.3 1.0
O -1.3 -0.2 1.3
O 0.6 -0.6 0.2
O 0.7 -0.6 0.7
N -0.1 -0.1 1.0
C 0.0 1.7 0.5
C 0.6 -1.6 -1.6
C -1.2 -1.4 -0.2
C 0.1 0.0 1.0
C -0.9 1.4 0.0
C 0.0 0.1 0.3
C -0.3 0.6 -2.0
C 0.1 -0.6 0.9
C -0.5 0.0 0.2
C -0.1 0.2 0.6
C 0.6 -0.6 -1.3
C 0.0 0.0 0.6
C 0.6 -0.1 0.5
H 0.1 0.2 -0.2
H 0.4 0.7 0.2
H 0.4 -0.1 0.3
H -0.3 0.3 0.2
H -0.3 0.3 0.8
H 0.1 -0.4 0.3
H -0.3 0.5 0.1
H -0.2 0.3 0.0
H 0.3 -0.4 0.4
H 0.2 0.5 0.5
H 0.3 0.1 0.0
H -0.2 0.2 0.4
H -0.3 1.2 -0.8
H -0.1 0.1 -0.4
H 0.0 -0.4 0.2
H -0.4 -0.1 -0.2
H 0.1 -0.1 0.3
H -0.3 -0.1 0.0
H 0.2 -0.2 -0.3
H 0.1 -0.1 -0.3
H -0.5 0.3 -0.2
H 0.3 -0.1 -0.1
H 0.2 0.0 0.0
H -0.1 0.4 0.0
H -0.1 0.3 0.0
H -0.1 0.5 -0.4


[6]
The following is a DFT calculation (ωB97M-V/def2-TZVPD) of one molecule with the formula C3H4 at a distorted geometry.

Properties
HOMO energy ... -10.097 eV
Net charge ... 0
2S+1 ... 1
Energy relative to the best compared isomer or geometry (same formula, charge and spin) ... 2.4599 eV
Orbital gap ... 0.3558 hartree
LUMO energy ... -0.01527 hartree
E ... -116.546443 a.u.
Max |F| ... 0.07645 hartree/bohr

Last column: Löwdin charge in e.
Atoms and positions in Å:
1 C -0.61830 -0.19711 0.02898  -0.146
2 C 1.88596 -0.30480 0.23552  0.147
3 C 0.78268 0.28311 -0.08963  -0.373
4 H -1.20063 0.69069 0.06796  0.049
5 H -0.74335 -1.00661 0.86903  0.112
6 H 0.82089 1.40622 -0.28189  0.123
7 H -0.92726 -0.87150 -0.82997  0.089

Cartesian forces, eV/Å:
C -0.4 -3.9 0.1
C 0.1 0.2 -0.2
C 0.3 1.6 0.1
H -1.1 0.1 0.5
H 0.1 2.2 -1.0
H 0.7 -1.5 0.0
H 0.4 1.3 0.4


[7]
The following is a DFT calculation (ωB97M-V/def2-TZVPD) of a 8-piece molecular cluster, C12H33NO7 overall at a distorted geometry.

Properties
HOMO energy ... -9.561 eV
Net charge ... 0
2S+1 ... 1
Energy relative to the best compared isomer or geometry (same formula, charge and spin) ... 0.0000 eV
Orbital gap ... 0.3663 hartree
LUMO energy ... 0.01490 hartree
E ... -1058.290448 a.u.
Structure (SMILES) ... c1ccncc1.CO.CO.CO.CO.CO.CO.CO
Max |F| ... 0.04597 hartree/bohr

Last column: Löwdin charge in e.
Atoms and positions in Å:
1 O -2.31426 -0.04881 -4.86218  -0.129
2 O -0.01237 -5.40383 0.89047  -0.112
3 O -0.60830 -0.68752 -0.20047  -0.137
4 O 3.99857 -1.73282 1.43672  -0.145
5 O -2.83261 4.13695 -1.09619  -0.103
6 O -2.26474 -1.17757 1.96757  -0.136
7 O 1.04443 -1.72352 -2.14636  -0.139
8 N 1.31912 2.71210 1.48658  0.057
9 C 2.27266 1.10602 3.10724  -0.061
10 C 1.75874 3.70515 2.30429  -0.155
11 C 2.72029 2.17992 3.91832  -0.066
12 C 2.48168 3.46052 3.45335  -0.098
13 C 1.80765 -1.23818 -3.21442  -0.135
14 C 3.20938 -1.58260 0.20320  -0.124
15 C -1.56807 -0.46984 2.99909  -0.148
16 C -3.31986 3.04720 -0.37001  -0.190
17 C -1.42587 -0.07241 -1.13243  -0.160
18 C -3.33413 0.75210 -4.24262  -0.153
19 C 1.61259 1.41889 1.91740  -0.136
20 C -0.00733 -4.01535 0.54068  -0.161
21 H 4.76484 -2.26073 1.20064  0.062
22 H -2.61349 2.57704 0.31416  0.077
23 H -1.22733 0.99834 -1.17896  0.075
24 H -0.88489 -3.64037 0.01402  0.078
25 H -1.88795 -0.68633 4.01836  0.080
26 H 3.34482 -2.49910 -0.37108  0.075
27 H 0.09440 -3.41089 1.44200  0.076
28 H 0.93332 -3.80238 0.03283  0.063
29 H -0.50405 -0.70120 2.94992  0.053
30 H 2.35507 -0.36156 -2.86805  0.086
31 H -1.85761 -1.03682 1.10964  0.009
32 H -1.92793 0.35212 -5.64423  0.071
33 H 2.89694 4.21822 4.10130  0.098
34 H -1.52806 0.59650 2.77677  0.070
35 H -3.72032 2.26998 -1.02090  0.059
36 H 3.74910 -0.80151 -0.33225  0.078
37 H 2.17620 -1.31950 0.42994  0.055
38 H 2.60284 -1.93463 -3.48036  0.085
39 H 1.14075 0.56780 1.44899  0.068
40 H -3.01235 1.77116 -4.02801  0.073
41 H 2.31041 0.05401 3.34858  0.096
42 H -2.48486 -0.09164 -0.87502  0.083
43 H 0.13155 -1.03751 -0.70218  0.033
44 H -4.21431 0.90355 -4.86748  0.072
45 H 1.21461 -0.91284 -4.06914  0.083
46 H -1.26746 -0.41880 -2.15372  0.076
47 H -0.69529 -5.46067 1.56278  0.071
48 H 3.24113 2.04408 4.85463  0.101
49 H -1.92233 3.93826 -1.32751  0.073
50 H 1.52442 4.68902 1.92549  0.097
51 H 0.66140 -2.57034 -2.38671  0.102
52 H -3.69235 0.27511 -3.33033  0.072
53 H -4.23898 3.32536 0.14568  0.081

Cartesian forces, eV/Å:
O -0.4 -0.2 0.7
O -0.4 0.7 -0.3
O 0.1 -0.5 0.7
O -1.1 0.0 -0.4
O 0.4 0.3 -0.1
O -0.8 -0.2 1.4
O -0.4 -0.3 0.5
N 0.8 -1.6 1.6
C -0.2 1.3 0.0
C -0.3 -1.4 -1.6
C -0.5 -1.1 -1.4
C 0.5 -0.1 1.2
C 1.0 0.7 -0.2
C 2.1 -0.1 0.8
C 1.1 0.2 -1.5
C -1.2 -0.9 0.0
C -0.7 1.6 -1.1
C 0.0 0.4 -0.7
C -0.6 1.9 0.8
C 0.9 0.2 0.8
H 0.0 0.0 0.1
H 0.1 0.3 0.1
H 0.3 0.3 0.0
H 0.0 -0.3 -0.3
H -0.6 -0.1 -0.4
H -0.7 0.0 -0.1
H -0.3 0.1 0.2
H -0.2 -0.2 -0.5
H 0.3 -0.5 0.2
H -0.2 0.1 0.2
H 0.6 0.1 0.1
H -0.3 0.4 0.1
H -0.3 0.6 -0.3
H -0.6 0.3 0.4
H 0.4 -0.4 -0.4
H -0.7 0.3 -0.4
H 0.3 -0.2 0.0
H -0.2 -0.3 -0.4
H 0.0 0.3 -0.9
H 0.4 0.0 0.3
H 0.4 0.0 0.3
H 0.0 -0.6 0.2
H 0.4 -0.3 -0.1
H -0.1 -0.4 -0.3
H -0.1 -0.3 -0.1
H -0.2 -0.4 0.0
H 0.0 -0.4 0.1
H 0.0 -0.2 0.0
H 0.1 0.1 -0.1
H 0.1 0.2 0.3
H -0.1 -0.1 0.0
H 0.4 -0.2 -0.1
H 0.3 0.5 0.4


[8]
The following is a DFT calculation (ωB97M-V/def2-TZVPD) of a 2-piece molecular cluster, C5H10N2O overall at a distorted geometry.

Properties
HOMO energy (spin up / spin down) ... -8.288 / -8.333 eV
Net charge ... 0
2S+1 ... 1
Energy relative to the best compared isomer or geometry (same formula, charge and spin) ... 7.5939 eV
Orbital gap (spin up / spin down) ... 0.2870 / 0.2764 hartree
LUMO energy (spin up / spin down) ... -0.01757 / -0.02982 hartree
E ... -381.006366 a.u.
Max |F| ... 0.05139 hartree/bohr

Last column: Löwdin charge in e.
Atoms and positions in Å:
1 O -0.23871 1.97632 0.02304  -0.092
2 N 1.19462 0.55279 -0.07240  0.018
3 N -2.05446 -1.15894 1.08177  0.070
4 C -1.24861 -0.58733 0.27736  -0.262
5 C 0.46806 -0.45081 0.61698  -0.423
6 C 1.26983 0.63593 -1.52708  -0.131
7 C 1.23190 -1.53024 0.12991  0.098
8 C -1.26050 1.48431 0.57923  -0.173
9 H 1.19491 1.69021 -1.78430  0.082
10 H -2.22387 1.56492 0.06386  0.108
11 H -1.41606 -0.75268 -0.79034  0.103
12 H 1.71318 -2.21933 0.81099  0.077
13 H 1.26666 -1.78564 -0.91861  0.076
14 H 0.49172 0.08642 -2.06548  0.080
15 H -1.83445 -0.94182 2.05905  0.049
16 H -1.31689 1.43348 1.67741  0.102
17 H 0.50600 -0.30387 1.69516  0.135
18 H 2.25668 0.30628 -1.85655  0.083

Cartesian forces, eV/Å:
O -2.1 -0.3 0.9
N 1.4 -1.3 0.4
N -0.2 0.6 -0.2
C 1.5 -1.4 0.4
C -2.4 1.0 -0.5
C -0.1 -0.2 0.0
C 0.2 -0.1 -0.2
C 1.3 2.2 -0.6
H -0.1 0.0 0.1
H 0.0 -0.4 -0.1
H -0.1 0.1 0.0
H 0.3 0.2 0.0
H -0.1 0.1 0.0
H 0.0 0.0 0.0
H 0.2 -0.2 -0.1
H 0.1 -0.3 -0.1
H 0.1 0.0 0.0
H -0.1 0.0 0.0